[1]
Density functional theory data (ωB97M-V with the def2-TZVPD basis set) for a cluster of 9 separate species, C12H43NO9 in total in a non-equilibrium geometry.

The geometry in XYZ format:
```
65
Properties=species:S:1:pos:R:3:forces:R:3
O -2.088 -1.853 0.618 0.18 -0.34 0.55
H -2.476 -1.910 -0.255 -0.34 0.44 -0.45
H -2.760 -2.201 1.204 -0.15 -0.09 0.19
O 1.680 0.174 3.097 0.92 -0.09 0.23
H 1.100 0.608 3.723 -0.32 0.01 0.21
H 1.119 -0.023 2.347 -0.32 -0.27 -0.62
O 1.383 -1.549 -1.469 -0.67 -0.45 0.18
H 1.112 -1.339 -2.363 -0.11 0.02 -0.23
H 2.172 -1.026 -1.328 0.95 0.24 -0.04
O 0.156 -0.356 0.826 0.38 0.86 0.51
H -0.609 -0.829 1.151 -0.54 -0.24 -0.11
H 0.497 -0.907 0.121 0.21 -0.32 -0.63
C -1.590 0.553 -2.200 0.71 0.15 0.22
C -3.036 0.277 -2.559 0.26 -0.11 -0.91
C -3.266 0.272 -4.073 0.61 0.84 -0.18
O -2.379 -0.623 -4.736 0.35 0.04 -0.54
C -2.273 -0.300 -6.138 -1.31 -0.31 0.40
N -3.411 -0.997 -2.006 0.26 -1.10 1.08
H -1.481 0.903 -1.174 -0.14 0.15 -0.04
H -1.128 1.268 -2.881 -0.16 0.22 0.07
H -0.939 -0.320 -2.240 -0.26 -0.31 -0.21
H -3.616 1.082 -2.106 -0.38 -0.04 -0.18
H -3.069 1.267 -4.474 0.01 0.39 0.07
H -4.317 0.081 -4.286 -0.21 -0.44 -0.16
H -1.677 -0.994 -6.730 0.46 -0.05 0.73
H -1.978 0.735 -6.314 0.31 0.04 0.18
H -3.273 -0.416 -6.557 -0.27 0.19 -0.22
H -2.662 -1.636 -2.234 0.08 -0.25 -0.24
H -4.249 -1.433 -2.364 -0.24 0.41 -0.21
C 2.918 4.408 1.883 -0.45 -0.10 0.27
C 2.106 3.113 2.053 1.30 1.61 0.26
O 1.085 3.084 1.078 0.19 -0.42 0.26
H 3.485 4.652 2.781 0.11 -0.28 0.10
H 2.202 5.224 1.781 0.10 0.14 -0.38
H 3.625 4.370 1.055 -0.23 0.08 -0.16
H 1.680 3.161 3.055 -0.13 -0.37 0.16
H 2.802 2.277 1.986 -0.35 -0.26 0.08
H 0.767 2.183 1.164 -0.59 -0.33 -0.45
C 2.644 1.766 -1.355 -0.68 0.13 -0.35
C 3.505 0.947 -0.468 1.44 1.25 0.61
O 3.898 -0.220 -1.113 -0.39 -1.82 -0.46
H 1.714 1.199 -1.391 -0.59 0.62 0.05
H 2.922 1.881 -2.403 0.73 -0.17 0.12
H 2.541 2.762 -0.923 -0.51 -0.18 -0.04
H 2.993 0.763 0.477 -0.24 -0.22 0.04
H 4.458 1.410 -0.210 -0.07 0.83 0.21
H 4.291 -0.761 -0.424 0.22 -0.41 -0.17
C 1.610 -4.096 1.440 -0.84 1.09 -1.10
C 0.481 -4.911 0.733 0.85 0.23 1.00
O 0.793 -6.274 0.715 0.48 -1.60 0.00
H 1.477 -3.063 1.117 -0.13 0.28 -0.18
H 2.636 -4.302 1.135 -0.16 -0.62 0.12
H 1.501 -3.979 2.519 0.07 -0.77 0.02
H 0.286 -4.689 -0.316 -0.01 1.17 0.25
H -0.405 -4.817 1.361 -0.36 0.47 -0.33
H 0.623 -6.596 -0.173 0.09 -0.20 0.21
C -2.292 0.759 3.591 0.00 0.62 -0.11
C -1.709 1.625 4.665 0.85 0.22 -0.30
O -0.237 1.478 4.585 -1.70 -0.10 0.73
H -3.364 0.930 3.686 -0.16 -0.09 -0.61
H -2.117 -0.315 3.652 0.33 0.15 0.19
H -1.855 1.206 2.698 -0.51 -0.61 -0.57
H -2.260 1.440 5.587 1.10 -0.43 0.81
H -1.998 2.650 4.434 0.35 0.21 -0.19
H 0.251 2.223 4.942 -0.39 0.26 0.24
```
Positions in Å, forces in eV/Å.

As for the SMILES: COC[C@H](C)N.CCO.CCO.CCO.CCO.O.O.O.O. The frontier orbital gap comes out at 10.174 eV. The total energy comes out at -33057.00706 eV. As for the HOMO energy: -9.71 eV. The value obtained for the relative energy (zero: lowest compared OMol25 entry of this formula, charge and spin) is 73.04 kJ/mol.

=====

[2]
Density functional theory data (ωB97M-V with the def2-TZVPD basis set) for a structure of composition C3H3I3O in a non-equilibrium geometry.

The geometry in XYZ format:
```
10
Properties=species:S:1:pos:R:3:forces:R:3
C 0.924 0.766 -1.669 -0.97 -0.74 -1.20
C -0.314 0.457 0.664 -0.04 5.16 1.59
C 0.626 1.184 -0.280 1.72 -0.71 1.52
O 1.195 1.511 -2.569 0.19 0.22 0.16
I -2.363 0.954 0.157 0.34 -0.27 -0.07
I 2.695 -0.272 0.194 -0.66 0.96 0.23
I 0.985 3.231 0.187 -0.21 -0.84 -0.36
H 0.822 -0.339 -1.846 -0.20 0.57 0.18
H -0.178 1.003 1.700 -0.29 -1.46 -2.00
H -0.147 -0.539 0.766 0.12 -2.90 -0.05
```
Positions in Å, forces in eV/Å.

The frontier orbital gap (alpha / beta) comes out at 7.618 / 7.619 eV. The total energy comes out at -29507.25495 eV. As for the HOMO energy (alpha / beta): -9.69 / -9.69 eV. The value obtained for the relative energy (zero: lowest compared OMol25 entry of this formula, charge and spin) is 60.67 kJ/mol.

=====

[3]
Density functional theory data (ωB97M-V with the def2-TZVPD basis set) for a structure of composition C4H6O2Sm in a non-equilibrium geometry.

The geometry in XYZ format:
```
13
Properties=species:S:1:pos:R:3:forces:R:3
C -0.898 -0.265 0.598 -0.41 1.29 -1.81
O -2.142 0.225 0.749 0.95 -0.88 -0.65
H -0.730 -1.083 1.302 0.52 0.67 -0.19
H -2.358 0.889 0.084 0.11 0.43 0.27
C 1.185 0.655 1.439 -0.10 1.09 0.15
C 1.456 0.221 0.059 1.22 -0.61 -1.07
H 1.762 1.573 1.643 0.25 -0.18 0.33
H 1.839 -0.794 0.334 0.07 0.20 -0.58
H 2.175 0.757 -0.579 0.03 -0.17 0.37
C 0.129 0.122 -0.639 -2.42 0.39 5.03
O -0.552 -1.074 -0.839 -1.10 -2.43 -3.16
Sm -1.685 -2.209 -2.908 0.70 0.48 1.26
H -0.181 0.982 -1.242 0.18 -0.27 0.04
```
Positions in Å, forces in eV/Å.

As for the spin multiplicity: 7. The frontier orbital gap (alpha / beta) comes out at 5.183 / 5.406 eV. Its charge is +2. The total energy comes out at -26219.65498 eV. The expectation value of S² is 12.01. As for the HOMO energy (alpha / beta): -15.06 / -15.08 eV. The value obtained for the relative energy (zero: lowest compared OMol25 entry of this formula, charge and spin) is 154.01 kJ/mol.

=====

[4]
Density functional theory data (ωB97M-V with the def2-TZVPD basis set) for a cluster of 7 separate species, C18H34Cl10N2 in total in a non-equilibrium geometry.

The geometry in XYZ format:
```
64
Properties=species:S:1:pos:R:3:forces:R:3
C -2.295 -4.434 -1.906 -0.22 0.03 0.25
C -3.815 -4.505 -1.720 0.07 -0.26 -1.18
C -4.572 -3.219 -1.351 0.92 -0.41 0.90
C -4.156 -2.125 -2.221 -0.36 0.10 0.03
N -3.844 -1.262 -2.908 0.15 0.09 -0.11
H -2.013 -3.701 -2.661 0.06 -0.03 -0.02
H -1.967 -5.426 -2.217 0.11 0.09 -0.21
H -1.738 -4.222 -0.991 -0.18 0.19 0.08
H -4.015 -5.358 -1.072 -0.44 0.32 0.30
H -4.234 -4.758 -2.703 0.14 -0.34 0.10
H -4.321 -2.944 -0.321 -0.17 0.17 -0.07
H -5.645 -3.377 -1.412 -0.06 0.10 -0.06
C -1.157 -0.940 -0.047 0.11 0.43 0.11
C -0.119 0.180 0.055 0.57 -0.63 -0.80
C 0.430 0.399 1.461 -1.18 0.14 0.70
C 0.638 -0.823 2.244 0.39 -0.23 -0.04
N 0.821 -1.760 2.884 -0.09 0.17 -0.15
H -0.712 -1.933 -0.004 0.03 0.01 0.41
H -1.696 -0.900 -0.992 -0.06 0.20 -0.06
H -1.863 -0.756 0.768 -0.15 -0.51 -0.10
H -0.586 1.094 -0.314 0.24 0.17 0.19
H 0.754 -0.032 -0.574 -0.29 0.03 -0.18
H -0.359 0.925 2.020 0.28 0.13 0.06
H 1.331 1.006 1.490 -0.02 -0.16 -0.14
Cl 2.890 0.962 -2.061 0.15 0.18 -0.09
C 1.520 0.894 -3.214 -0.24 0.17 0.31
C 1.235 -0.532 -3.590 -0.47 -0.01 -0.64
Cl 2.370 -1.170 -4.823 0.21 -0.02 0.36
H 1.726 1.558 -4.048 0.20 -0.21 -0.11
H 0.658 1.304 -2.687 0.02 -0.11 0.07
H 0.271 -0.612 -4.091 -0.09 0.18 0.21
H 1.217 -1.165 -2.707 0.22 -0.18 -0.10
Cl 4.075 5.677 2.047 0.40 0.14 0.09
C 3.591 4.721 0.633 1.06 0.43 -0.64
C 4.218 3.341 0.613 0.04 0.69 0.00
Cl 3.522 2.242 1.833 0.43 -0.08 0.05
H 3.900 5.277 -0.252 0.24 -0.05 0.00
H 2.503 4.698 0.629 3.28 1.62 -0.44
H 5.275 3.456 0.838 0.03 -0.25 -0.05
H 4.083 2.910 -0.375 -0.03 -0.19 0.05
Cl -0.309 4.808 3.713 -0.30 -0.10 0.52
C 1.020 5.021 2.579 -0.06 0.77 -0.28
C 0.941 4.005 1.469 -1.06 -0.92 -0.07
Cl -0.622 3.987 0.576 0.06 0.17 0.21
H 1.961 5.022 3.129 -0.22 -0.63 -0.08
H 0.948 6.045 2.204 -0.19 -0.12 -0.20
H 1.103 2.989 1.819 -0.23 0.24 0.20
H 1.701 4.170 0.704 -3.34 -1.60 0.69
Cl -3.936 -0.008 2.567 -0.07 0.19 0.10
C -3.874 1.371 3.714 0.49 -0.04 0.04
C -2.438 1.802 3.963 -0.39 -0.15 0.20
Cl -1.511 0.570 4.856 0.10 -0.15 -0.22
H -4.351 1.048 4.633 -0.09 0.01 0.00
H -4.412 2.201 3.264 -0.11 -0.05 -0.02
H -2.400 2.668 4.618 -0.18 0.22 -0.25
H -1.961 2.015 3.010 0.21 0.06 0.11
Cl 2.220 -2.366 -0.394 0.08 -0.06 0.07
C 2.626 -4.035 -0.841 -0.31 -0.38 -0.68
C 2.665 -4.206 -2.344 0.09 0.20 -0.81
Cl 1.006 -4.254 -3.039 0.02 -0.07 0.15
H 1.833 -4.699 -0.502 0.10 0.14 0.45
H 3.571 -4.312 -0.383 0.06 0.12 0.02
H 3.157 -5.126 -2.657 -0.12 -0.16 0.31
H 3.142 -3.408 -2.911 0.16 0.18 0.44
```
Positions in Å, forces in eV/Å.

As for the SMILES: CCCC#N.CCCC#N.ClCCCl.ClCCCl.ClCCCl.ClCCCl.ClCCCl. The frontier orbital gap comes out at 10.955 eV. The total energy comes out at -147421.10750 eV. As for the HOMO energy: -10.55 eV. The value obtained for the relative energy (zero: lowest compared OMol25 entry of this formula, charge and spin) is 16.16 kJ/mol.

=====

[5]
Density functional theory data (ωB97M-V with the def2-TZVPD basis set) for a cluster of 2 separate species, C9H14 in total in a non-equilibrium geometry.

The geometry in XYZ format:
```
23
Properties=species:S:1:pos:R:3:forces:R:3
C 2.453 -1.296 -1.027 0.54 -0.39 0.84
C 2.702 -1.517 -2.517 0.25 0.81 0.01
H 2.220 -0.257 -0.779 -0.16 -0.07 -0.18
H 1.639 -1.934 -0.610 0.52 0.40 -0.43
H 3.376 -1.531 -0.450 -0.58 0.05 -0.28
H 1.796 -1.235 -3.074 0.14 -0.92 -0.08
H 3.433 -0.798 -2.920 0.05 -0.15 0.41
H 3.150 -2.511 -2.693 -0.79 0.28 -0.27
C -2.866 -0.766 1.548 -0.79 -0.12 -0.48
C -0.738 0.479 1.892 -0.26 -2.78 -0.34
C -1.775 0.124 0.998 -1.14 1.35 0.87
C 0.182 1.381 1.507 0.63 2.54 -0.16
C -1.976 0.888 -0.149 0.88 -1.08 -0.25
C -0.027 2.211 0.373 0.74 -1.15 1.87
C -1.014 1.861 -0.494 -1.56 1.22 -0.60
H -0.605 -0.170 2.786 -0.10 0.82 -0.50
H 0.976 1.720 2.160 0.09 -0.37 0.23
H -2.733 -1.812 1.219 -0.23 0.34 0.11
H -3.914 -0.408 1.260 1.49 -0.54 0.32
H -2.840 0.627 -0.782 0.56 0.46 0.20
H 0.537 3.135 0.432 0.09 -0.11 -1.05
H -1.201 2.552 -1.318 -0.09 -0.43 -0.07
H -2.775 -0.743 2.638 -0.28 -0.17 -0.15
```
Positions in Å, forces in eV/Å.

As for the SMILES: Cc1ccccc1.CC. The frontier orbital gap comes out at 9.969 eV. The total energy comes out at -9559.31899 eV. As for the HOMO energy: -8.97 eV. The value obtained for the relative energy (zero: lowest compared OMol25 entry of this formula, charge and spin) is 83.22 kJ/mol.

=====

[6]
Density functional theory data (ωB97M-V with the def2-TZVPD basis set) for a cluster of 2 separate species, C5H8O in total in a non-equilibrium geometry.

The geometry in XYZ format:
```
14
Properties=species:S:1:pos:R:3:forces:R:3
O -1.638 1.237 -0.494 0.51 -0.17 0.04
C -1.049 0.332 0.042 0.33 0.64 -0.49
C -0.315 -0.931 -0.160 -0.11 -0.10 -0.33
C 0.997 -0.391 -0.738 0.27 -0.06 -0.16
C 1.198 0.492 0.537 0.29 0.10 0.06
C -0.114 -0.044 1.118 -0.04 0.29 0.22
H -2.753 -0.040 0.565 -0.71 -0.70 0.59
H -2.560 -0.646 0.955 -0.68 -0.33 0.33
H -0.697 -1.946 -0.246 -0.09 0.34 -0.09
H 0.853 0.145 -1.682 0.21 -0.10 0.12
H 1.772 -1.147 -0.858 -0.03 0.05 0.03
H 2.082 0.215 1.109 -0.04 -0.01 -0.05
H 1.180 1.576 0.383 0.19 -0.17 0.01
H -0.320 -0.275 2.161 -0.10 0.22 -0.27
```
Positions in Å, forces in eV/Å.

As for the SMILES: O=C1[C@H]2CC[C@@H]12.[H][H]. The frontier orbital gap comes out at 9.719 eV. The total energy comes out at -7357.84951 eV. As for the HOMO energy: -8.94 eV. The value obtained for the relative energy (zero: lowest compared OMol25 entry of this formula, charge and spin) is 425.09 kJ/mol.